1.
# C4H8I2O

A structure of composition C4H8I2O at a distorted geometry (wB97M-V/def2-TZVPD, OMol25).

Calculated values
relative energy (zero: lowest compared OMol25 entry of this formula, charge and spin)	4.498	eV
charge	0
frontier orbital gap (spin up / spin down)	6.08 / 7.86	eV

Geometry (Å):
I1 2.568228 0.710944 -0.495370
I2 1.289173 -2.632543 0.261987
O1 -1.192319 -1.091062 -1.316383
C1 1.147545 -0.118211 2.170425
C2 -1.297475 0.116056 -0.792451
C3 1.207490 -0.600896 0.683671
C4 -0.729041 1.324546 -1.388961
H1 -0.811198 -1.124484 -2.237228
H2 -0.958611 1.402746 -2.443115
H3 2.100240 -0.139029 2.632906
H4 0.825668 0.855662 2.090708
H5 0.344636 -0.688553 2.741739
H6 -1.152947 0.159742 0.299198
H7 0.468726 1.120182 -1.459861
H8 -1.046546 2.206507 -0.897219

Atoms 1-3, force components in eV/Å:
-0.25 -1.18 1.00
0.09 0.34 0.09
0.18 -1.25 -1.83

=====

2.
# CH4BClFLaO2P

A structure of composition CH4BClFLaO2P at a distorted geometry (wB97M-V/def2-TZVPD, OMol25).

Calculated values
charge	+3
frontier orbital gap	3.54	eV

Geometry (Å):
La1 2.679047 0.204047 -1.445953
Cl1 -2.127376 -2.083389 -1.484172
P1 -1.789212 -0.976190 0.345157
F1 -3.420953 -0.385064 0.758907
O1 -1.408959 1.905860 0.125286
O2 0.709051 0.608747 -0.353870
C1 1.497974 -0.428873 0.328363
B1 -0.716783 0.575401 0.023020
H1 -0.725446 2.634620 0.260087
H2 0.961135 -0.945174 1.231308
H3 1.841816 -1.192589 -0.515212
H4 2.499705 0.082605 0.727078

Atoms 1-3, force components in eV/Å:
4.07 4.40 -7.07
0.72 1.76 1.92
-4.65 -1.31 0.38

=====

3.
# C20H51GaN7O6

A structure of composition C20H51GaN7O6 (wB97M-V/def2-TZVPD, OMol25).

Calculated values
relative energy (zero: lowest compared OMol25 entry of this formula, charge and spin)	0.000	eV
charge	-1
frontier orbital gap	6.08	eV

Geometry (Å):
Ga1 -1.489861 0.395175 2.236526
O1 1.233369 2.101011 -0.288391
O2 -2.698699 6.629816 1.945790
O3 -4.938144 -4.768742 0.865480
O4 4.685219 2.031006 -0.928975
O5 -2.091556 -7.521132 -2.496011
O6 2.997542 6.799276 -2.693796
N1 4.993248 7.805831 -2.843403
N2 -2.213776 -1.459362 2.346593
N3 -2.746094 -4.587226 1.357139
N4 0.091788 4.000665 -0.254686
N5 -3.982211 5.466487 3.378006
N6 6.677460 0.995039 -0.754358
N7 -3.308372 -9.397700 -2.629329
C1 2.541688 4.093981 0.033432
C2 6.415884 7.889269 -3.074537
C3 -4.824703 4.368872 3.799897
C4 -1.372193 -5.029439 1.410459
C5 7.569571 -0.070453 -0.363701
C6 -3.372573 -1.493385 3.252690
C7 5.328247 1.073171 -0.547346
C8 -3.695136 4.629550 1.088752
C9 4.647679 -0.070153 0.172243
C10 4.188530 6.702955 -2.918884
C11 -3.418014 5.665170 2.156906
C12 -3.693898 -10.688566 -3.149756
C13 -3.312345 -2.660748 4.261451
C14 4.840778 5.389088 -3.289721
C15 -2.289881 -8.590065 -3.039688
C16 1.265227 3.313062 -0.192755
C17 -3.812290 -5.248898 0.864668
C18 -0.183222 5.411645 -0.127507
C19 -3.564747 -6.639678 0.303592
C20 -1.431136 -9.077788 -4.188028
H1 4.078627 4.616494 -3.296542
H2 -4.525425 -7.017378 -0.039625
H3 -3.174002 -7.303807 1.078080
H4 -0.680955 -8.316996 -4.378276
H5 -3.752398 6.181109 4.049874
H6 2.490774 4.632520 0.982201
H7 2.716660 4.809184 -0.773113
H8 5.049714 -0.203344 1.177802
H9 -2.579976 -1.576599 1.404016
H10 3.357037 3.382006 0.062614
H11 -4.314604 -1.545995 2.696723
H12 -3.273011 -2.308567 5.293152
H13 0.729847 5.983294 0.015215
H14 -0.936060 -10.017833 -3.941537
H15 -0.683517 5.797361 -1.020152
H16 -4.969031 3.677880 2.975998
H17 -4.716608 -10.674575 -3.532026
H18 -2.767745 1.340419 1.816494
H19 -3.168479 4.937144 0.190424
H20 -2.422664 -3.257055 4.062481
H21 5.295501 5.457663 -4.279234
H22 -2.860901 -6.641904 -0.529883
H23 7.006114 -0.846656 0.144470
H24 -3.034022 -10.969631 -3.964899
H25 -0.695007 3.380190 -0.376981
H26 7.060000 1.790261 -1.239917
H27 -0.327136 0.417422 1.171402
H28 -5.805528 4.723278 4.125627
H29 6.649986 8.573568 -3.893452
H30 3.589785 0.173636 0.235658
H31 4.767820 -1.008647 -0.371445
H32 5.603780 5.116188 -2.560129
H33 8.061064 -0.521189 -1.229213
H34 -0.725050 -4.344884 0.860774
H35 -4.180788 -3.320167 4.189062
H36 -3.338515 3.641128 1.387327
H37 -1.278404 -6.021065 0.976861
H38 -1.029529 0.775041 3.741096
H39 -3.427475 -0.565543 3.832127
H40 6.947076 8.234885 -2.184801
H41 -0.849538 5.579210 0.719197
H42 -4.370964 3.814418 4.622504
H43 -2.025301 -9.229800 -5.089823
H44 4.497729 8.645309 -2.588684
H45 -3.841145 -9.011875 -1.864502
H46 8.346234 0.284665 0.317782
H47 -3.631613 -11.462552 -2.381977
H48 -2.926083 -3.663578 1.736928
H49 6.801972 6.908807 -3.335382
H50 -4.761803 4.559083 0.871540
H51 -1.013821 -5.060259 2.441415

Atoms 1-3, force components in eV/Å:
-0.02 -0.23 0.26
0.54 -0.15 -0.23
-0.06 0.16 0.09

=====

4.
# C16H18N5O7STl

A structure of composition C16H18N5O7STl at a distorted geometry (wB97M-V/def2-TZVPD, OMol25).

Calculated values
relative energy (zero: lowest compared OMol25 entry of this formula, charge and spin)	1.700	eV
charge	-2
frontier orbital gap	6.18	eV

Geometry (Å):
Tl1 0.596150 0.603954 2.209930
S1 -0.061866 5.322527 2.146856
O1 -2.266419 0.480855 0.902075
O2 -0.659627 -1.544835 2.988288
O3 3.331403 -0.260124 3.016171
O4 -0.246538 -1.316214 -0.251711
O5 -2.499509 -2.800908 3.256676
O6 -4.335361 -0.288340 0.559976
O7 5.096842 -0.058694 4.149137
N1 0.368335 2.793118 0.149674
N2 2.202334 0.849055 -0.133408
N3 -0.799826 3.470691 0.380403
N4 3.899852 0.230166 4.013072
N5 -2.103067 3.620565 2.258828
C1 -1.456375 -1.436092 -0.994677
C2 -1.009074 4.054812 1.637313
C3 3.612007 -0.532119 -1.466113
C4 -0.300381 -2.609935 0.358891
C5 3.158599 0.109175 -2.607662
C6 -0.323393 -3.530771 -0.877992
C7 -0.182199 2.819549 -2.253821
C8 0.620246 2.407378 -1.043659
C9 -2.516610 -1.750341 0.076532
C10 2.207234 1.108539 -2.497271
C11 3.111131 -0.104293 -0.241378
C12 1.730677 1.456350 -1.229173
C13 -1.186196 -2.691509 -1.849732
C14 -1.624639 -2.251093 2.569706
C15 -3.106436 -0.423804 0.597895
C16 -1.676946 -2.651205 1.041395
H1 4.331336 -1.337638 -1.521802
H2 -3.360542 -2.301570 -0.336682
H3 -2.109016 -3.196180 -2.137628
H4 -0.632424 -2.423048 -2.752205
H5 -1.648129 -0.532916 -1.573707
H6 -1.622640 2.985631 0.035276
H7 -0.620230 1.956500 -2.759158
H8 -2.084176 -3.663002 1.035123
H9 0.547009 -2.742348 1.027003
H10 0.686449 -3.672419 -1.268348
H11 -2.360329 2.610166 2.059801
H12 3.540103 -0.169760 -3.583188
H13 -0.753339 -4.506543 -0.652549
H14 3.442933 -0.538345 0.700490
H15 -2.284335 4.001772 3.171074
H16 1.847639 1.613237 -3.383752
H17 0.473470 3.333581 -2.959816
H18 -0.974137 3.506440 -1.966171

Atoms 1-3, force components in eV/Å:
-0.35 -0.53 0.40
0.01 -0.28 0.17
0.24 0.40 0.21

=====

5.
# C4H10NO

A cluster of 2 separate species, C4H10NO in total at a distorted geometry (wB97M-V/def2-TZVPD, OMol25).

Calculated values
relative energy (zero: lowest compared OMol25 entry of this formula, charge and spin)	1.819	eV
charge	-1
frontier orbital gap	6.64	eV

Geometry (Å):
O1 1.538707 -0.549374 -0.730926
N1 -1.015964 2.183069 0.021618
C1 0.716873 -2.155285 0.880151
C2 0.921316 -1.744449 -0.589374
C3 -0.077270 1.542474 -0.565913
C4 -1.939587 1.374407 0.801960
H1 -2.947853 1.791425 0.695233
H2 0.956336 1.884220 -0.552184
H3 -0.255577 0.562336 -1.009022
H4 1.457227 -2.559298 -1.134554
H5 1.669752 -2.205983 1.413210
H6 -0.109885 -1.729119 -1.055780
H7 0.078390 -1.413168 1.364024
H8 0.253051 -3.151194 0.919402
H9 -1.626023 1.384248 1.842924
H10 -2.003676 0.330411 0.453758

Atoms 1-3, force components in eV/Å:
0.27 -0.26 0.18
1.69 0.20 1.72
0.00 -0.40 -0.33

=====

6.
# C14H21N5O4Ti

A structure of composition C14H21N5O4Ti at a distorted geometry (wB97M-V/def2-TZVPD, OMol25).

Calculated values
charge	+2
frontier orbital gap (spin up / spin down)	6.57 / 9.17	eV
spin multiplicity	3

Geometry (Å):
Ti1 -0.330076 0.393880 -0.061209
O1 1.676976 1.053364 0.019139
O2 0.667601 -1.314825 -0.581654
O3 -1.899294 -0.690226 -0.931135
O4 -0.160560 1.095062 -1.958450
N1 -1.482171 0.195872 3.833179
N2 -1.482963 1.860410 0.614213
N3 -0.691565 -0.888852 3.945347
N4 -0.467849 -0.301622 1.883202
N5 -3.456831 3.491475 1.797854
C1 -0.973115 0.393917 -2.945795
C2 -0.100595 -2.375450 -1.211722
C3 1.872044 1.997813 -1.073306
C4 -1.943240 1.661775 1.888264
C5 -2.988285 3.716163 0.563013
C6 -2.918764 2.463001 2.445005
C7 2.589565 -0.075057 0.119431
C8 -2.222201 -0.088860 -2.219681
C9 -1.571251 -2.108298 -0.882892
C10 2.114207 -1.276630 -0.704236
C11 1.171988 1.539209 -2.346807
C12 -2.032095 2.931474 -0.030414
C13 -1.329393 0.529508 2.580332
C14 -0.093451 -1.185146 2.800416
H1 2.542714 -2.194319 -0.305359
H2 2.611716 -0.327420 1.173570
H3 2.372558 -1.204617 -1.758472
H4 3.589471 0.221749 -0.187153
H5 0.577100 -2.019180 2.668367
H6 -2.218561 -2.669296 -1.552647
H7 -2.864809 0.753092 -1.984509
H8 -0.393372 -0.430000 -3.358906
H9 1.439456 2.929492 -0.724293
H10 -3.267457 2.257012 3.451400
H11 2.931901 2.151110 -1.262136
H12 -1.244236 1.069698 -3.753727
H13 1.102786 2.369156 -3.045159
H14 0.193938 -3.341567 -0.807117
H15 -2.780365 -0.791561 -2.834096
H16 -1.678585 3.137745 -1.029632
H17 -0.610857 -1.359897 4.835625
H18 -1.782409 -2.406673 0.136646
H19 1.690124 0.713820 -2.830880
H20 0.093245 -2.374470 -2.282236
H21 -3.403039 4.559366 0.024417

Atoms 1-3, force components in eV/Å:
0.54 -0.06 -0.12
0.84 0.03 -0.51
0.34 -0.78 -0.11

=====

7.
# C4H8

A structure of composition C4H8 at a distorted geometry (wB97M-V/def2-TZVPD, OMol25).

Calculated values
relative energy (zero: lowest compared OMol25 entry of this formula, charge and spin)	4.793	eV
charge	0
frontier orbital gap	8.65	eV

Geometry (Å):
C1 -0.998604 0.061293 -0.331957
C2 0.277328 -0.707111 -0.681259
C3 -0.281254 0.713576 0.885240
C4 0.748283 -0.387273 0.722841
H1 0.081672 1.727463 0.643576
H2 0.370344 -1.692940 -1.121817
H3 0.811617 0.053408 -1.743536
H4 1.380842 0.057386 -0.371818
H5 -1.383099 0.719253 -1.115453
H6 -0.848637 0.773137 1.821635
H7 1.615184 -0.677217 1.302409
H8 -1.773677 -0.640974 -0.009860

Atoms 1-3, force components in eV/Å:
-0.39 0.10 -0.32
-0.03 0.52 -3.05
-0.31 0.20 -0.08

=====

8.
# C20H27N4O4S5Sm

A structure of composition C20H27N4O4S5Sm at a distorted geometry (wB97M-V/def2-TZVPD, OMol25).

Calculated values
relative energy (zero: lowest compared OMol25 entry of this formula, charge and spin)	0.305	eV
charge	0
frontier orbital gap (spin up / spin down)	8.27 / 8.29	eV
spin multiplicity	6

Geometry (Å):
Sm1 -0.498982 -0.275196 -0.110284
S1 -2.036254 -1.326658 2.563210
S2 0.797931 0.395821 -3.688139
S3 -2.614683 1.620288 -0.976331
S4 -1.436106 2.173015 0.548603
S5 3.413873 -2.756624 -1.052868
O1 0.549215 0.008457 -2.261062
O2 -2.082432 0.279856 -1.398269
O3 -2.484808 2.582533 -2.045638
O4 -3.979425 1.419166 -0.479296
N1 -3.926749 0.475025 2.067309
N2 0.910065 -2.263000 -0.632959
N3 -3.634512 -1.159459 0.469328
N4 -2.742451 -2.136686 -0.099154
C1 3.471556 -1.735953 1.916730
C2 -3.235164 -0.591546 1.639333
C3 0.167577 -3.240592 -4.093078
C4 1.981579 1.801697 -3.539658
C5 1.464758 -3.528700 -4.517768
C6 -0.671087 2.527856 -5.004975
C7 2.531411 -3.463370 -3.643117
C8 2.427289 2.159380 -1.063957
C9 -0.086952 -2.865693 -2.791259
C10 2.791460 -0.094393 3.503685
C11 1.678715 0.204099 2.731274
C12 -2.079922 3.076986 -5.231430
C13 -0.755756 1.252565 -4.183049
C14 0.984951 -2.752986 -1.908209
C15 2.087406 -2.153633 -0.073003
C16 2.286683 -3.067665 -2.339912
C17 1.693516 2.656152 -2.310483
C18 3.702864 -1.058256 3.092483
C19 2.318816 -1.462580 1.171899
C20 1.377367 -0.445513 1.519649
H1 4.578910 -1.274479 3.686233
H2 0.618598 2.663817 -2.107217
H3 1.937810 2.353204 -4.474609
H4 4.161147 -2.496143 1.574198
H5 -4.335183 1.061107 1.335758
H6 -3.278895 -2.637230 -0.810806
H7 -0.646895 -3.306558 -4.797981
H8 -2.576746 3.208751 -4.272680
H9 -0.185025 2.340124 -5.967057
H10 -3.986201 -0.474747 -0.216177
H11 3.500664 2.115613 -1.250786
H12 -1.294674 1.457100 -3.255336
H13 1.006844 0.985235 3.077506
H14 2.245566 2.840881 -0.236078
H15 -1.302578 0.481004 -4.729981
H16 3.533807 -3.697458 -3.960635
H17 -2.032538 4.036541 -5.741350
H18 -1.083834 -2.617770 -2.442025
H19 -2.673331 2.393363 -5.834313
H20 1.997612 3.683965 -2.521014
H21 -0.100542 3.284453 -4.464126
H22 2.083407 1.157416 -0.763005
H23 1.644094 -3.796500 -5.547902
H24 2.958701 0.435809 4.431677
H25 -2.539965 -2.790482 0.673953
H26 -3.541792 0.961872 2.864056
H27 2.962825 1.332248 -3.474516

Atoms 1-3, force components in eV/Å:
1.35 -1.82 1.01
0.52 0.17 -0.05
0.13 1.12 -0.74